Density functional theory data (ωB97M-V with the def2-TZVPD basis set) for a cluster of 3 separate species, H6O3 in total in a non-equilibrium geometry.

The geometry in ORCA input format:
```
! wB97M-V def2-TZVPD RIJCOSX def2/J DEFGRID3
* xyz 0 1
O -4.191 -1.821 4.553
O 2.597 1.207 -5.932
O 1.699 0.746 1.581
H 0.895 0.735 1.013
H -4.914 -2.224 3.971
H 2.744 1.141 -6.815
H -3.610 -2.583 4.950
H 2.413 0.997 0.954
H 1.625 0.872 -5.682
*
```

The LUMO energy is 0.9 eV. As for the energy relative to the best compared isomer or geometry (same formula, charge and spin): 28.7 kcal per mole. As for the SMILES: O.O.O. The frontier orbital gap is 12.355 eV. The HOMO energy comes out at -11.44 eV. The calculation puts the electronic energy at -6239.00983 eV.

Density functional theory data (ωB97M-V with the def2-TZVPD basis set) for a cluster of 3 separate species, H6O3 in total.

The geometry in ORCA input format:
```
! wB97M-V def2-TZVPD RIJCOSX def2/J DEFGRID3
* xyz 0 1
O -29.765 -12.512 -3.764
O -29.242 -11.123 -6.263
O -32.559 -12.777 -2.950
H -29.003 -12.684 -3.211
H -29.409 -11.568 -5.432
H -30.498 -12.452 -3.152
H -29.747 -10.312 -6.207
H -33.245 -12.331 -3.447
H -32.732 -13.708 -3.085
*
```

The LUMO energy is 0.6 eV. As for the energy relative to the best compared isomer or geometry (same formula, charge and spin): 6.0 kcal per mole. As for the SMILES: O.O.O. The frontier orbital gap is 11.266 eV. The HOMO energy comes out at -10.69 eV. The calculation puts the electronic energy at -6239.99203 eV.

Density functional theory data (ωB97M-V with the def2-TZVPD basis set) for a cluster of 3 separate species, H6O3 in total.

The geometry in ORCA input format:
```
! wB97M-V def2-TZVPD RIJCOSX def2/J DEFGRID3
* xyz 0 1
O -1.946 1.846 -0.257
O 0.794 0.303 0.509
O 1.291 -2.411 -0.961
H -1.789 2.659 0.223
H 0.510 -1.873 -0.829
H 1.059 0.418 1.422
H -1.822 1.155 0.394
H 0.855 1.179 0.129
H 1.046 -3.275 -0.631
*
```

The LUMO energy is 0.5 eV. As for the energy relative to the best compared isomer or geometry (same formula, charge and spin): 12.7 kcal per mole. As for the SMILES: O.O.O. The frontier orbital gap is 11.647 eV. The HOMO energy comes out at -11.10 eV. The calculation puts the electronic energy at -6239.70391 eV.

Density functional theory data (ωB97M-V with the def2-TZVPD basis set) for a cluster of 3 separate species, H6O3 in total in a non-equilibrium geometry.

The geometry in ORCA input format:
```
! wB97M-V def2-TZVPD RIJCOSX def2/J DEFGRID3
* xyz 0 1
O -1.734 -0.755 -0.001
O 2.582 -0.165 0.017
O -0.516 1.263 0.092
H 2.540 -0.919 -0.695
H -1.800 -0.398 0.917
H -1.181 0.862 -0.557
H 0.341 1.325 -0.313
H 2.408 -0.531 0.866
H -2.640 -0.681 -0.325
*
```

The LUMO energy is 0.8 eV. As for the energy relative to the best compared isomer or geometry (same formula, charge and spin): 24.7 kcal per mole. As for the SMILES: O.O.O. The frontier orbital gap is 11.094 eV. The HOMO energy comes out at -10.34 eV. The calculation puts the electronic energy at -6239.18402 eV.

Density functional theory data (ωB97M-V with the def2-TZVPD basis set) for a cluster of 2 separate species, H6O4Si2 in total in a non-equilibrium geometry.

The geometry in ORCA input format:
```
! wB97M-V def2-TZVPD RIJCOSX def2/J DEFGRID3
* xyz 0 1
Si -2.024 -0.022 -0.183
Si 1.300 0.118 -0.301
O 1.549 -0.785 1.121
O 1.844 1.676 -0.400
O -2.998 -0.734 0.889
O 2.042 -0.481 -1.602
H -2.714 -1.498 1.400
H -2.158 -0.865 -1.317
H 3.072 -0.641 -1.599
H -2.757 1.306 0.021
H 1.540 -0.460 2.036
H 1.304 2.385 -0.066
*
```

The LUMO energy is -0.2 eV. As for the energy relative to the best compared isomer or geometry (same formula, charge and spin): 84.3 kcal per mole. The frontier orbital gap is 7.652 eV. The HOMO energy comes out at -7.84 eV. The calculation puts the electronic energy at -24044.26784 eV.

Density functional theory data (ωB97M-V with the def2-TZVPD basis set) for a cluster of 3 separate species, H6Si5 in total in a non-equilibrium geometry.

The geometry in ORCA input format:
```
! wB97M-V def2-TZVPD RIJCOSX def2/J DEFGRID3
* xyz 0 1
Si -2.442 -0.292 -0.051
Si 0.698 2.230 0.241
Si 1.284 -0.001 -0.104
Si -0.489 -1.546 0.194
Si -1.550 1.944 0.013
H 2.021 -0.546 -1.534
H -2.443 3.128 -0.415
H -0.255 -2.582 1.270
H -0.888 0.478 -1.622
H -0.927 0.049 1.602
H 2.297 -0.363 0.957
*
```

The LUMO energy (alpha / beta) is -2.1 / -2.1 eV. As for the energy relative to the best compared isomer or geometry (same formula, charge and spin): 68.4 kcal per mole. The frontier orbital gap (alpha / beta) is 5.401 / 5.399 eV. The HOMO energy (alpha / beta) comes out at -7.51 / -7.51 eV. The calculation puts the electronic energy at -39476.35120 eV.

Density functional theory data (ωB97M-V with the def2-TZVPD basis set) for a cluster of 36 separate species, H72O36 in total in a non-equilibrium geometry.

The geometry in ORCA input format:
```
! wB97M-V def2-TZVPD RIJCOSX def2/J DEFGRID3
* xyz 0 1
O -6.659 -0.548 1.787
O -3.621 3.979 3.078
O -5.531 5.930 -3.795
O -4.313 1.872 -7.230
O -5.636 4.311 0.658
O 2.031 2.164 -2.003
O -7.131 3.010 -1.447
O -8.484 0.230 -0.613
O -4.722 0.782 -4.695
O -4.444 4.637 -1.755
O -3.157 -1.125 -6.009
O -7.226 3.455 -4.097
O -0.393 -2.624 0.507
O -8.524 0.254 -6.127
O -0.144 0.691 -3.316
O -6.526 -2.351 -3.107
O -3.913 3.567 -4.570
O -6.034 0.270 -2.044
O -3.422 6.775 -0.611
O -5.155 1.647 2.588
O -0.336 -1.754 -2.378
O -3.798 0.060 -0.097
O -0.652 1.262 -0.203
O -3.857 1.936 -1.899
O -8.770 -0.037 -3.365
O -3.616 -2.756 0.411
O 1.262 -0.198 1.361
O -1.077 3.055 -2.998
O 0.782 4.806 -2.433
O -2.873 -0.725 2.599
O -7.178 4.130 -6.705
O -1.529 2.699 -6.112
O -3.209 -1.703 -2.511
O -2.008 -3.959 -1.251
O -1.960 6.983 -4.251
O -0.939 3.945 -0.102
H -1.253 -3.509 -0.870
H -9.311 0.795 -6.194
H -1.095 4.415 -0.921
H -4.629 4.176 -4.755
H -6.074 0.147 2.086
H -8.311 0.255 -5.193
H -2.919 6.360 0.090
H -3.895 6.054 -1.026
H -6.880 0.659 -1.822
H -4.384 -0.073 -4.962
H -4.422 1.380 -6.416
H 1.411 1.435 -2.016
H -0.558 2.281 -3.215
H -7.776 4.230 -3.981
H -0.817 2.201 -0.295
H -2.261 6.178 -3.829
H -7.243 -0.118 1.162
H -3.284 -3.460 -0.146
H -9.150 0.781 -1.024
H -1.952 2.859 -3.334
H 0.040 -1.771 0.515
H -1.080 3.502 -6.378
H -6.925 3.241 -3.214
H -1.249 -1.994 -2.536
H -2.411 6.994 -5.095
H -2.779 -0.249 1.774
H -2.371 -3.331 -1.875
H -5.405 0.581 -4.055
H -7.186 3.467 -7.396
H -8.635 -0.642 -0.979
H 0.406 0.225 1.295
H -3.939 3.282 2.505
H -2.278 3.001 -5.599
H 0.319 -3.254 0.397
H -6.786 3.579 -0.758
H 1.784 0.397 1.899
H -5.594 5.395 -3.003
H -9.548 0.406 -3.025
H -2.364 -0.594 -5.935
H -4.991 1.459 3.512
H -7.031 3.635 -5.899
H -4.482 0.603 0.294
H -2.938 -1.946 -5.568
H 1.237 5.100 -3.222
H -4.953 1.487 -7.830
H -3.864 -2.107 -3.081
H -3.974 -0.821 0.234
H 0.152 -2.568 -2.503
H -6.259 3.787 1.160
H -4.414 4.369 3.444
H -8.949 -0.968 -3.236
H -5.369 6.817 -3.473
H -4.723 4.365 -0.881
H -6.000 2.096 2.582
H 1.539 2.905 -2.355
H -1.360 4.484 0.568
H -4.054 3.851 -2.138
H -0.189 -0.141 -2.845
H -3.472 1.266 -1.333
H -5.984 5.202 0.699
H -4.712 1.582 -2.142
H -6.203 -0.672 -2.072
H -4.305 2.699 -4.669
H -3.721 -1.239 -1.849
H -7.925 2.632 -1.069
H -5.998 -3.143 -3.011
H -2.909 -2.589 1.035
H -7.348 -2.556 -2.662
H -0.352 0.466 -4.223
H -0.007 4.372 -2.758
H -2.841 -0.047 3.273
H -1.493 0.851 -0.401
*
```

The LUMO energy is -1.7 eV. As for the energy relative to the best compared isomer or geometry (same formula, charge and spin): 133.8 kcal per mole. The frontier orbital gap is 7.578 eV. The HOMO energy comes out at -9.31 eV. The calculation puts the electronic energy at -74880.74374 eV.

Density functional theory data (ωB97M-V with the def2-TZVPD basis set) for a cluster of 3 separate species, H7NO2 in total in a non-equilibrium geometry.

The geometry in ORCA input format:
```
! wB97M-V def2-TZVPD RIJCOSX def2/J DEFGRID3
* xyz 0 1
O -1.607 0.155 -3.754
O 1.258 -1.286 3.151
N 0.685 0.534 0.724
H 0.395 -1.399 3.522
H -1.559 1.118 -3.461
H 1.161 -1.554 2.263
H -0.080 0.434 -0.034
H 1.239 1.450 0.575
H 0.352 0.601 1.654
H -1.844 -0.055 -4.641
*
```

The LUMO energy is 0.7 eV. As for the energy relative to the best compared isomer or geometry (same formula, charge and spin): 21.9 kcal per mole. As for the SMILES: N.O.O. The frontier orbital gap is 10.699 eV. The HOMO energy comes out at -9.96 eV. The calculation puts the electronic energy at -5698.14640 eV.